{"formula": "C39H108N15O14P5", "method": "ωB97M-V with the def2-TZVPD basis set", "symbols": ["O", "P", "N", "C", "C", "N", "C", "C", "N", "C", "C", "H", "H", "H", "H", "H", "H", "H", "H", "H", "H", "H", "H", "H", "H", "H", "H", "H", "H", "O", "P", "N", "C", "C", "N", "C", "C", "N", "C", "C", "H", "H", "H", "H", "H", "H", "H", "H", "H", "H", "H", "H", "H", "H", "H", "H", "H", "H", "O", "P", "N", "C", "C", "N", "C", "C", "N", "C", "C", "H", "H", "H", "H", "H", "H", "H", "H", "H", "H", "H", "H", "H", "H", "H", "H", "H", "H", "O", "P", "N", "C", "C", "N", "C", "C", "N", "C", "C", "H", "H", "H", "H", "H", "H", "H", "H", "H", "H", "H", "H", "H", "H", "H", "H", "H", "H", "O", "P", "N", "C", "C", "N", "C", "C", "N", "C", "C", "H", "H", "H", "H", "H", "H", "H", "H", "H", "H", "H", "H", "H", "H", "H", "H", "H", "H", "C", "O", "C", "O", "O", "C", "H", "H", "H", "H", "H", "H", "C", "O", "C", "O", "O", "C", "H", "H", "H", "H", "H", "H", "C", "O", "C", "O", "O", "C", "H", "H", "H", "H", "H", "H"], "coordinates": [[-2.732, -1.574, -4.620], [-2.865, -3.046, -4.762], [-1.538, -4.018, -4.087], [-0.252, -3.630, -4.686], [-1.494, -4.636, -2.810], [-2.745, -3.550, -6.346], [-2.831, -2.579, -7.396], [-2.439, -4.938, -6.720], [-4.417, -3.789, -4.472], [-5.548, -3.064, -4.989], [-4.618, -5.231, -4.205], [-0.155, -4.275, -5.560], [0.583, -3.998, -4.090], [-0.003, -2.569, -4.699], [-0.475, -4.779, -2.453], [-2.012, -5.595, -2.805], [-2.032, -4.010, -2.097], [-3.867, -2.251, -7.488], [-2.240, -1.712, -7.101], [-2.556, -3.059, -8.335], [-3.363, -5.436, -7.013], [-1.665, -4.860, -7.484], [-2.101, -5.448, -5.819], [-6.450, -2.979, -4.383], [-5.238, -2.079, -5.338], [-5.814, -3.600, -5.900], [-5.021, -5.508, -5.179], [-5.332, -5.394, -3.399], [-3.681, -5.755, -4.017], [-3.585, 4.590, 1.366], [-4.789, 4.496, 0.598], [-5.476, 2.954, 0.301], [-4.673, 1.684, 0.465], [-6.503, 2.829, -0.773], [-4.444, 5.095, -0.980], [-3.107, 5.054, -1.497], [-5.432, 5.535, -2.057], [-6.079, 5.414, 1.187], [-5.906, 6.859, 1.352], [-7.108, 4.843, 2.145], [-5.020, 1.193, 1.374], [-3.586, 1.761, 0.464], [-4.980, 0.973, -0.302], [-7.270, 2.183, -0.345], [-5.892, 2.458, -1.595], [-6.859, 3.785, -1.157], [-2.396, 4.726, -0.739], [-2.999, 4.209, -2.178], [-2.772, 6.007, -1.906], [-5.545, 4.702, -2.751], [-6.435, 5.843, -1.761], [-5.097, 6.504, -2.427], [-5.564, 7.399, 0.469], [-6.794, 7.415, 1.652], [-5.156, 7.110, 2.102], [-6.712, 4.786, 3.159], [-7.317, 3.820, 1.835], [-8.011, 5.448, 2.235], [0.813, -5.767, 5.579], [1.945, -5.190, 4.788], [3.505, -5.367, 5.427], [3.934, -6.481, 6.212], [4.609, -4.533, 5.034], [1.754, -3.437, 4.687], [1.940, -2.626, 5.891], [0.549, -3.058, 3.930], [2.162, -5.881, 3.193], [2.929, -5.282, 2.140], [1.871, -7.360, 3.048], [3.553, -7.423, 5.818], [3.432, -6.554, 7.177], [5.023, -6.480, 6.251], [5.194, -4.246, 5.908], [4.274, -3.651, 4.487], [5.233, -5.063, 4.315], [2.443, -1.664, 5.795], [0.988, -2.517, 6.410], [2.554, -3.182, 6.600], [-0.282, -3.606, 4.374], [0.356, -1.991, 4.041], [0.649, -3.399, 2.900], [3.345, -4.331, 2.473], [3.681, -5.997, 1.807], [2.331, -5.065, 1.255], [2.387, -7.730, 3.934], [2.293, -7.746, 2.120], [0.797, -7.528, 3.128], [2.615, 0.986, 0.370], [1.537, 0.606, -0.607], [1.069, -1.075, -0.644], [1.675, -1.980, 0.300], [0.275, -1.650, -1.799], [1.925, 0.929, -2.236], [2.605, -0.027, -3.047], [1.650, 2.236, -2.862], [-0.007, 1.260, -0.318], [-0.318, 1.383, 1.129], [-1.214, 1.106, -1.132], [1.376, -1.709, 1.312], [2.762, -1.923, 0.227], [1.330, -3.006, 0.173], [-0.403, -0.996, -2.348], [-0.258, -2.487, -1.348], [0.905, -1.987, -2.622], [1.884, -0.431, -3.758], [3.383, 0.449, -3.645], [3.053, -0.792, -2.413], [0.961, 2.891, -2.328], [2.621, 2.720, -2.966], [1.286, 2.037, -3.870], [0.522, 1.772, 1.704], [-1.183, 2.043, 1.189], [-0.674, 0.477, 1.619], [-0.930, 1.169, -2.182], [-1.827, 1.984, -0.928], [-1.788, 0.227, -0.839], [2.811, 7.612, 0.832], [1.488, 7.464, 0.312], [0.261, 7.014, 1.365], [0.501, 6.886, 2.806], [-1.125, 7.042, 0.990], [1.502, 6.195, -0.902], [0.307, 5.775, -1.712], [2.575, 5.189, -0.853], [0.817, 8.859, -0.346], [1.268, 9.290, -1.684], [0.531, 9.972, 0.533], [-0.065, 5.975, 2.999], [0.175, 7.791, 3.320], [1.561, 6.804, 3.043], [-1.415, 8.075, 1.180], [-1.799, 6.346, 1.489], [-1.200, 6.661, -0.028], [-0.235, 5.174, -0.982], [-0.258, 6.678, -1.946], [0.457, 5.410, -2.729], [2.337, 4.258, -0.339], [3.063, 5.113, -1.824], [3.339, 5.499, -0.139], [0.504, 9.199, -2.457], [1.602, 10.328, -1.709], [2.132, 8.697, -1.984], [-0.193, 10.618, 0.038], [1.450, 10.489, 0.810], [-0.092, 9.647, 1.367], [8.666, -0.674, 2.379], [7.451, -0.195, 2.965], [6.621, -1.020, 3.680], [6.990, -2.172, 4.133], [5.502, -0.383, 4.115], [4.961, 0.763, 3.356], [9.276, 0.226, 2.298], [8.459, -1.176, 1.434], [9.209, -1.285, 3.100], [5.584, 1.393, 2.720], [4.416, 1.397, 4.055], [4.166, 0.269, 2.798], [-4.143, -2.472, -1.567], [-4.093, -1.787, -0.395], [-3.302, -2.191, 0.570], [-2.398, -3.062, 0.557], [-3.608, -1.420, 1.615], [-3.154, -1.609, 2.903], [-3.233, -2.574, -2.158], [-4.906, -1.918, -2.114], [-4.640, -3.419, -1.353], [-2.525, -2.497, 2.971], [-3.964, -1.530, 3.628], [-2.416, -0.827, 3.080], [5.679, -3.306, 1.201], [5.595, -4.653, 1.125], [6.561, -5.428, 0.444], [7.498, -4.981, -0.237], [6.288, -6.708, 0.635], [7.166, -7.681, 0.123], [5.104, -2.997, 2.074], [5.152, -2.904, 0.336], [6.707, -2.944, 1.163], [7.194, -7.625, -0.965], [7.054, -8.702, 0.490], [8.104, -7.330, 0.553]], "forces_ev_per_angstrom": [[-0.5, -0.9, 0.2], [0.2, -2.6, -0.9], [-1.3, 1.9, -1.2], [0.3, -1.3, 0.5], [-1.0, 0.1, 1.2], [1.3, -0.1, 0.3], [-0.5, 0.3, 0.1], [-0.6, 1.1, 0.8], [2.3, 0.9, 3.3], [0.4, -0.2, -1.3], [0.1, 1.5, -1.2], [0.3, 1.1, -0.8], [-0.2, -0.3, 0.6], [-0.6, 0.1, -0.9], [-0.1, 0.0, -0.1], [0.2, -0.3, 0.0], [0.3, -0.3, 0.5], [-0.1, 0.2, -0.4], [0.2, 0.1, -0.6], [0.3, 0.4, 0.0], [0.2, -0.3, -0.6], [-0.1, -0.7, -0.1], [0.3, -0.1, -0.3], [0.2, -0.1, 0.5], [0.0, 0.1, 0.3], [-0.6, 0.0, -0.4], [-0.3, -1.2, 0.2], [0.0, -0.1, 0.0], [-0.2, 0.1, 0.0], [2.5, -0.7, 1.8], [-3.2, 0.0, -3.4], [1.0, 0.6, 0.8], [-1.4, 0.5, 0.4], [1.8, 0.3, 0.7], [-2.3, 1.2, 0.4], [0.6, -1.0, 0.6], [0.8, -0.1, 1.6], [-1.4, -0.1, 0.1], [0.8, 0.6, 0.1], [1.5, -0.2, -0.5], [0.4, 0.0, 0.3], [-0.2, 0.4, 0.0], [0.2, 0.2, -0.4], [-0.2, 0.0, -0.8], [-0.8, -0.8, -0.5], [-0.4, -0.1, 0.7], [-0.2, 0.5, 0.5], [-0.1, 0.3, -1.0], [0.0, -0.1, -0.2], [0.2, 0.5, -0.6], [0.0, -0.6, 1.0], [0.6, -0.4, -0.8], [0.0, -0.5, -0.4], [-0.4, -0.7, 0.0], [0.1, -0.2, 0.3], [0.3, 0.0, 0.1], [-0.2, 0.2, 0.0], [0.1, 0.1, -0.6], [2.1, -0.4, -1.5], [-1.9, 2.8, 1.4], [-0.8, 0.3, -0.4], [-0.7, -1.4, 0.3], [0.2, 1.0, -1.1], [1.1, -1.8, -1.3], [0.2, -1.2, 1.1], [0.0, -1.0, 0.4], [-0.8, -0.3, 0.8], [0.3, 0.4, -0.1], [0.3, 1.6, 0.9], [0.3, -0.3, -0.6], [0.3, 0.7, 0.4], [-0.3, -0.2, 0.3], [0.0, 0.0, -0.1], [-0.1, 0.1, 0.4], [0.4, -0.3, 0.1], [-0.2, 0.0, -0.8], [-0.1, 0.2, -0.1], [0.1, -0.1, 0.1], [-0.5, 0.2, -0.1], [0.2, -0.1, -0.4], [-0.1, 0.5, -0.1], [0.1, -0.2, -0.1], [0.3, 0.3, 0.1], [-0.5, 0.0, 0.0], [-0.2, -1.0, -0.2], [0.0, 0.2, 0.2], [0.1, 0.0, 0.0], [-1.7, -0.9, -0.6], [-0.8, -1.0, -1.4], [0.2, 1.1, -1.3], [-0.1, 0.2, 0.1], [1.0, 0.0, 1.0], [-1.8, 0.9, 2.3], [0.0, 0.0, -0.3], [0.9, -0.8, -0.2], [1.3, 0.7, 1.1], [-0.3, 0.5, -0.7], [1.0, 0.8, 0.3], [0.2, 0.1, 0.2], [0.2, -0.3, 0.2], [0.0, -0.1, -0.4], [-0.2, 0.4, 0.8], [-0.3, 0.0, -0.4], [0.4, -0.5, 0.3], [0.2, -0.5, -0.2], [0.3, 0.1, 0.1], [-0.1, -0.1, -0.3], [0.1, -0.4, 0.2], [-0.1, 0.5, -0.1], [-0.3, 0.2, -0.1], [-0.1, 0.1, -0.2], [0.2, 0.4, 0.2], [0.2, -0.7, -0.2], [-0.3, -0.5, 0.0], [-0.2, 0.1, 0.0], [0.0, -0.3, -0.4], [2.6, 0.1, 1.7], [-3.8, -1.6, -2.3], [2.0, -0.3, 0.7], [0.0, 0.0, -1.1], [0.1, 0.1, -0.5], [0.1, 1.0, -0.7], [0.7, 1.7, 1.7], [0.4, 1.2, 1.1], [0.2, -0.6, -1.6], [0.5, -0.3, 0.2], [-1.0, -0.3, 0.0], [0.2, 0.2, 1.2], [-0.5, -0.1, 0.4], [0.0, -0.4, -0.2], [-1.1, 0.0, -0.6], [0.4, -0.1, 0.8], [-0.3, 1.0, -0.1], [-0.6, -0.7, -1.0], [-0.3, 0.1, 0.4], [0.7, -0.8, 0.4], [-0.8, -0.6, -0.8], [-0.2, -0.5, 0.0], [0.2, 0.7, -0.3], [-0.2, -0.1, 0.1], [0.0, 0.1, 0.3], [0.0, -0.1, -0.1], [0.4, 0.4, -0.4], [-0.2, 0.2, 0.3], [0.7, -0.2, 0.5], [0.3, 0.1, 1.0], [-2.0, -0.8, 0.5], [2.6, -2.2, 2.5], [-2.1, 4.6, -2.3], [1.7, -0.3, -1.1], [-1.5, -0.7, 0.1], [-0.2, -0.1, -0.6], [0.2, 0.1, 0.1], [-0.3, -0.5, -0.2], [0.5, -0.7, 0.3], [0.5, -0.1, 0.3], [0.1, 0.4, -0.6], [-1.7, -1.2, -2.0], [0.8, 1.3, 1.9], [2.6, -1.6, 1.3], [-2.6, 2.2, -0.3], [-1.3, 0.3, -1.4], [2.1, 0.0, 0.7], [0.0, 0.3, 0.5], [0.4, 0.0, -0.6], [0.5, -0.5, -0.3], [-0.6, -0.5, 0.2], [0.0, -0.3, -0.2], [-0.2, 0.4, 0.4], [0.0, 2.4, -1.1], [1.4, -5.1, -0.7], [1.5, 2.3, -1.3], [-2.7, -1.0, 2.1], [-2.4, 0.4, 1.0], [2.2, 0.8, -0.2], [0.5, 0.1, 0.2], [0.1, 0.4, -0.2], [-0.1, 0.1, 0.4], [0.1, -0.2, 0.1], [-1.0, 0.4, 0.1], [0.7, -0.5, -0.7]], "homo_lumo_gap_ev": [7.07, 2.58], "spin_multiplicity": 2, "e_tot_ha": -5131.969670, "e_homo_ha": [-0.3333, -0.3333], "s_squared": 0.7608, "charge": 1, "lumo_energy_ev": [-2.0050, -6.4857]}